Entry 1:
The following is a DFT calculation (ωB97M-V with the def2-TZVPD basis set) of C10H10ClNO3Y as an isolated structure at a distorted geometry.

Element x y z (Å)
1 C 0.982 -1.787 1.361
2 C 1.056 -1.850 -0.068
3 C -0.292 -2.027 -0.549
4 H 1.955 -1.860 -0.688
5 C -1.174 -1.984 0.566
6 C -0.401 -1.806 1.729
7 H -0.793 -1.840 2.750
8 H 1.829 -1.790 2.036
9 H -0.591 -2.264 -1.573
10 H -2.234 -2.206 0.556
11 Y 0.333 0.653 0.142
12 Cl 2.500 1.878 0.534
13 C 0.052 2.484 -1.492
14 C -1.161 1.731 -1.515
15 C -0.854 0.421 -1.981
16 H -2.160 2.108 -1.250
17 C 0.560 0.346 -2.220
18 C 1.121 1.629 -1.932
19 H 2.179 1.840 -2.008
20 H 0.122 3.531 -1.190
21 H -1.587 -0.352 -2.213
22 H 1.138 -0.503 -2.575
23 O -1.184 0.947 4.031
24 N -0.657 0.906 2.930
25 O 0.590 0.655 2.795
26 O -1.328 1.140 1.825

Output
- Net charge: -1
- Energy relative to the best compared isomer or geometry (same formula, charge and spin): 0.0 kJ/mol
- Kohn-Sham gap: 7.43 eV
- HOMO: -4.33 eV


Entry 2:
The following is a DFT calculation (ωB97M-V with the def2-TZVPD basis set) of an isolated ion of composition C14H29O4S and charge -1 at a distorted geometry.

Element x y z (Å)
1 C -2.874 -2.736 1.146
2 C -3.517 -1.570 0.405
3 C -2.981 -0.233 0.911
4 C -3.448 0.944 0.051
5 C -2.705 1.042 -1.288
6 C -1.603 2.102 -1.303
7 C -0.487 1.800 -0.307
8 C 0.723 2.709 -0.513
9 C 1.699 2.671 0.663
10 C 2.285 1.289 0.955
11 C 3.197 0.778 -0.158
12 C 4.023 -0.431 0.282
13 C 3.193 -1.700 0.486
14 C 2.669 -2.306 -0.818
15 O 1.591 -1.610 -1.361
16 S 0.191 -1.982 -0.555
17 O -0.823 -1.519 -1.474
18 O 0.237 -1.235 0.693
19 O 0.222 -3.419 -0.361
20 H -3.307 -3.683 0.826
21 H -3.013 -2.636 2.222
22 H -1.809 -2.753 0.924
23 H -4.608 -1.601 0.516
24 H -3.273 -1.668 -0.652
25 H -3.312 -0.083 1.945
26 H -1.893 -0.291 0.905
27 H -4.523 0.832 -0.131
28 H -3.317 1.877 0.607
29 H -3.417 1.275 -2.087
30 H -2.238 0.083 -1.514
31 H -1.176 2.134 -2.309
32 H -2.029 3.093 -1.096
33 H -0.196 0.755 -0.419
34 H -0.862 1.935 0.709
35 H 1.241 2.423 -1.430
36 H 0.380 3.744 -0.638
37 H 1.173 3.019 1.558
38 H 2.517 3.376 0.470
39 H 2.863 1.355 1.884
40 H 1.477 0.575 1.107
41 H 3.882 1.579 -0.465
42 H 2.594 0.489 -1.017
43 H 4.793 -0.633 -0.472
44 H 4.538 -0.190 1.219
45 H 2.320 -1.494 1.104
46 H 3.812 -2.452 0.986
47 H 3.460 -2.323 -1.583
48 H 2.331 -3.331 -0.621

Output
- Net charge: -1
- Energy relative to the best compared isomer or geometry (same formula, charge and spin): 17.8 kJ/mol
- Kohn-Sham gap: 9.35 eV
- Structure (SMILES): CCCCCCCCCCCCCCOS(=O)(=O)[O-]
- HOMO: -5.89 eV


Entry 3:
The following is a DFT calculation (ωB97M-V with the def2-TZVPD basis set) of one molecule with the formula C18H20N2O4 at a distorted geometry.

Element x y z (Å)
1 N 2.487 -2.291 1.117
2 C 2.204 -0.976 0.503
3 C 3.060 -0.729 -0.752
4 C 4.515 -0.371 -0.473
5 C 5.541 -1.325 -0.240
6 C 6.899 -0.848 -0.034
7 C 7.200 0.535 -0.130
8 C 6.132 1.493 -0.221
9 C 4.821 0.939 -0.538
10 C 0.699 -0.696 0.259
11 O 0.013 -1.590 -0.087
12 N 0.155 0.542 0.412
13 C -1.220 0.851 0.140
14 C -2.152 0.408 1.239
15 C -3.544 0.165 0.680
16 C -4.747 0.775 0.854
17 C -5.918 0.194 0.228
18 C -5.787 -1.021 -0.560
19 O -6.963 -1.683 -0.928
20 C -4.516 -1.561 -0.750
21 C -3.382 -0.998 -0.079
22 C -1.342 2.353 -0.149
23 O -0.512 3.217 -0.052
24 O -2.531 2.626 -0.563
25 H 2.243 -3.113 0.384
26 H 1.790 -2.271 1.980
27 H 2.648 -0.192 1.167
28 H 2.622 -0.021 -1.389
29 H 3.077 -1.695 -1.350
30 H 5.260 -2.382 -0.098
31 H 7.587 -1.624 0.106
32 H 8.191 0.866 0.128
33 H 6.424 2.506 -0.284
34 H 3.976 1.688 -0.729
35 H 0.905 1.247 0.565
36 H -1.479 0.354 -0.767
37 H -1.899 1.126 2.172
38 H -1.707 -0.552 1.626
39 H -4.877 1.727 1.469
40 H -6.987 0.526 0.300
41 H -7.737 -1.205 -0.883
42 H -4.379 -2.503 -1.175
43 H -2.393 -1.506 -0.163
44 H -2.595 3.582 -0.586

Output
- Energy relative to the best compared isomer or geometry (same formula, charge and spin): 325.1 kJ/mol
- Kohn-Sham gap: 9.20 eV
- Structure (SMILES): N[C@@H](Cc1ccccc1)C(=O)N[C@@H](Cc1ccc(O)cc1)C(=O)O
- HOMO: -8.62 eV


Entry 4:
The following is a DFT calculation (ωB97M-V with the def2-TZVPD basis set) of a 3-piece molecular cluster, C16H38BrNO8P overall at a distorted geometry.

Element x y z (Å)
1 C -2.549 4.332 5.413
2 C -2.177 3.193 4.499
3 O -3.310 2.372 4.324
4 C -3.105 1.090 3.774
5 C -2.016 0.938 2.756
6 O -2.252 1.798 1.627
7 C -1.144 1.981 0.853
8 C -0.332 3.277 1.005
9 C 0.646 3.154 -0.185
10 P 2.392 2.553 0.174
11 O 2.097 1.019 0.672
12 Br 3.069 3.633 1.988
13 N 0.014 2.133 -1.122
14 C -1.425 2.006 -0.643
15 O -2.134 3.101 -1.027
16 H -2.878 3.975 6.375
17 H -3.310 4.924 4.926
18 H -1.677 4.965 5.504
19 H -1.329 2.660 4.927
20 H -1.889 3.634 3.549
21 H -4.027 0.829 3.269
22 H -2.945 0.331 4.540
23 H -2.059 -0.090 2.403
24 H -1.024 1.071 3.167
25 H -0.407 1.180 0.928
26 H 0.187 3.416 1.941
27 H -0.902 4.175 0.825
28 H 0.782 4.055 -0.762
29 H 2.059 0.947 1.643
30 H 0.006 2.390 -2.109
31 H 0.457 1.210 -1.049
32 H -1.847 1.045 -0.912
33 H -2.718 2.875 -1.768
34 C -0.431 -1.766 -1.262
35 O -1.647 -1.627 -0.547
36 C -2.789 -2.042 -1.295
37 C -3.243 -3.429 -0.904
38 O -2.280 -4.406 -1.256
39 C -1.496 -4.855 -0.162
40 H 0.384 -1.639 -0.551
41 H -0.336 -2.745 -1.732
42 H -0.354 -0.986 -2.037
43 H -2.577 -2.006 -2.368
44 H -3.593 -1.330 -1.084
45 H -4.162 -3.662 -1.450
46 H -3.466 -3.470 0.166
47 H -2.088 -5.503 0.493
48 H -1.097 -4.020 0.420
49 H -0.667 -5.431 -0.567
50 C 6.040 -2.299 -2.861
51 O 5.244 -1.586 -3.795
52 C 4.175 -2.350 -4.326
53 C 2.860 -1.993 -3.673
54 O 2.833 -2.355 -2.298
55 C 3.071 -1.269 -1.428
56 H 6.689 -1.580 -2.365
57 H 5.428 -2.804 -2.110
58 H 6.662 -3.038 -3.376
59 H 4.372 -3.420 -4.222
60 H 4.110 -2.122 -5.395
61 H 2.055 -2.543 -4.169
62 H 2.663 -0.921 -3.791
63 H 2.192 -0.611 -1.396
64 H 3.948 -0.697 -1.739
65 H 3.242 -1.667 -0.429

Output
- Net charge: +1
- Energy relative to the best compared isomer or geometry (same formula, charge and spin): 0.0 kJ/mol
- Kohn-Sham gap: 8.25 eV
- HOMO: -11.44 eV


Entry 5:
The following is a DFT calculation (ωB97M-V with the def2-TZVPD basis set) of C15H26FIN2NbO6 as an isolated structure at a distorted geometry.

Element x y z (Å)
1 C -4.325 1.723 -0.398
2 C -2.857 1.257 0.013
3 C -1.670 1.920 -0.815
4 F -2.057 3.057 -1.611
5 Nb 0.160 2.537 0.463
6 O 0.328 4.249 -0.783
7 I -1.643 4.061 2.047
8 C -0.081 0.695 1.836
9 C -0.285 -0.674 1.042
10 N 0.846 -1.644 1.191
11 C 1.490 1.449 -0.995
12 C 3.042 1.306 -0.678
13 C 3.410 0.314 0.500
14 N 3.568 0.681 1.892
15 O 3.623 -0.876 0.184
16 C 1.840 3.402 1.725
17 O 1.773 2.926 3.123
18 O 2.088 4.023 3.924
19 H -4.389 2.342 -1.337
20 H -4.945 0.780 -0.600
21 H -4.825 2.207 0.504
22 H -2.734 1.334 1.144
23 H -2.805 0.133 -0.200
24 H -1.294 1.129 -1.559
25 H 0.920 4.064 -1.533
26 H -0.914 0.934 2.573
27 H 0.877 0.562 2.450
28 H -0.580 -0.529 -0.050
29 H -1.198 -1.180 1.512
30 H 1.218 -1.815 0.248
31 H 0.411 -2.542 1.450
32 H 1.411 1.950 -2.023
33 H 1.098 0.384 -1.162
34 H 3.518 0.831 -1.604
35 H 3.564 2.320 -0.594
36 H 4.499 1.091 2.028
37 H 3.552 -0.160 2.479
38 H 2.895 3.308 1.320
39 H 1.636 4.527 1.807
40 H 2.973 4.339 3.619
41 C -0.065 -3.927 -1.475
42 C 0.189 -5.012 -2.206
43 C -0.904 -5.869 -2.713
44 O -0.673 -6.861 -3.379
45 C -2.290 -5.475 -2.380
46 C -2.545 -4.390 -1.649
47 C -1.452 -3.532 -1.141
48 O -1.687 -2.542 -0.476
49 H 0.723 -3.290 -1.096
50 H 1.197 -5.315 -2.460
51 H -3.077 -6.114 -2.760
52 H -3.553 -4.088 -1.395

Output
- Net charge: -1
- Kohn-Sham gap: 4.57 eV
- HOMO: -4.50 eV


Entry 6:
The following is a DFT calculation (ωB97M-V with the def2-TZVPD basis set) of C20H16B3Ba3Br8O24 as an isolated structure at a distorted geometry.

Element x y z (Å)
1 Ba -6.166 0.666 -1.831
2 Ba -1.574 2.407 -6.617
3 Ba 1.892 3.865 2.348
4 O -2.491 2.774 5.990
5 C -2.312 2.312 4.897
6 O -2.947 1.306 4.350
7 B -2.527 1.112 2.974
8 O -1.352 2.013 2.839
9 C -1.194 2.694 3.964
10 O -0.300 3.467 4.203
11 O -3.552 1.497 1.967
12 C -3.889 0.423 1.320
13 O -4.752 0.364 0.466
14 C -3.058 -0.749 1.870
15 O -2.202 -0.292 2.758
16 O -3.301 -1.910 1.711
17 O -2.224 3.311 -4.028
18 C -2.209 3.601 -2.839
19 O -1.404 4.417 -2.275
20 B -1.966 4.741 -0.945
21 O -3.132 3.809 -0.748
22 C -3.346 3.187 -1.851
23 O -4.293 2.512 -2.216
24 O -2.372 6.132 -0.807
25 C -1.663 6.722 0.148
26 O -1.594 7.867 0.491
27 C -0.696 5.676 0.745
28 O -0.971 4.545 0.126
29 O 0.100 5.807 1.659
30 O 1.323 -0.640 0.843
31 C 0.472 -0.308 0.087
32 O -0.074 -0.956 -0.969
33 B -0.941 0.033 -1.641
34 O -0.834 1.267 -0.941
35 C 0.143 1.176 -0.023
36 O 0.491 2.030 0.741
37 O -0.583 0.080 -3.125
38 C -1.656 0.099 -3.836
39 O -1.772 0.208 -5.054
40 C -2.854 -0.182 -2.797
41 O -2.349 -0.357 -1.632
42 O -4.046 -0.064 -3.103
43 Br 4.655 -1.311 -4.071
44 C 4.735 -0.121 -2.480
45 C 3.369 0.230 -1.940
46 Br 3.660 1.655 -0.546
47 H 5.236 0.784 -2.817
48 H 5.333 -0.566 -1.688
49 H 2.953 -0.675 -1.500
50 H 2.705 0.719 -2.648
51 Br -0.836 -5.433 4.274
52 C 0.628 -5.452 3.012
53 C 0.418 -4.436 1.936
54 Br 2.033 -4.473 0.864
55 H 0.533 -6.478 2.656
56 H 1.596 -5.484 3.507
57 H 0.327 -3.435 2.352
58 H -0.441 -4.690 1.319
59 Br 3.842 -3.755 3.553
60 C 3.485 -1.805 3.760
61 C 4.523 -0.953 3.097
62 Br 4.174 0.966 3.425
63 H 3.486 -1.617 4.834
64 H 2.462 -1.529 3.507
65 H 4.593 -1.218 2.042
66 H 5.511 -1.142 3.510
67 Br 0.617 -6.627 -2.808
68 C 1.660 -5.150 -3.561
69 C 0.677 -3.976 -3.704
70 Br 1.577 -2.470 -4.676
71 H 2.077 -5.415 -4.529
72 H 2.441 -4.862 -2.861
73 H 0.320 -3.692 -2.717
74 H -0.174 -4.252 -4.323

Output
- Net charge: +3
- Energy relative to the best compared isomer or geometry (same formula, charge and spin): 0.0 kJ/mol
- Kohn-Sham gap: 4.81 eV
- HOMO: -13.99 eV


Entry 7:
The following is a DFT calculation (ωB97M-V with the def2-TZVPD basis set) of one molecule with the formula C3H3Cl3Si at a distorted geometry.

Element x y z (Å)
1 Cl -2.307 -1.961 0.601
2 Si -1.582 -0.221 0.169
3 Cl -2.450 1.080 1.402
4 Cl -2.058 0.324 -1.738
5 C 0.211 -0.075 0.210
6 C 1.518 -0.710 0.339
7 C 1.358 0.632 -0.414
8 H 2.238 -1.282 0.812
9 H 1.841 1.531 0.114
10 H 1.231 0.681 -1.496

Output
- Energy relative to the best compared isomer or geometry (same formula, charge and spin): 123.9 kJ/mol
- Kohn-Sham gap: 9.22 eV
- Structure (SMILES): Cl[Si](Cl)(Cl)C1=CC1
- HOMO: -9.26 eV


Entry 8:
The following is a DFT calculation (ωB97M-V with the def2-TZVPD basis set) of one molecule with the formula C8H10O at a distorted geometry.

Element x y z (Å)
1 C -2.725 -0.420 0.277
2 C -1.250 -0.103 -0.087
3 C -0.463 -1.150 -0.408
4 C 0.935 -0.839 -0.528
5 C 2.282 -1.039 0.250
6 C 1.410 0.160 0.444
7 C 1.380 1.605 0.008
8 C 0.073 1.999 -0.222
9 O -1.029 1.243 -0.024
10 H -3.303 -1.063 -0.387
11 H -2.826 -0.844 1.301
12 H -3.314 0.456 0.194
13 H -0.905 -2.079 -0.739
14 H 1.203 -0.736 -1.632
15 H 2.389 -1.741 1.069
16 H 3.214 -0.908 -0.329
17 H 0.937 0.059 1.422
18 H 2.188 2.364 -0.121
19 H -0.196 3.035 -0.488

Output
- Energy relative to the best compared isomer or geometry (same formula, charge and spin): 377.5 kJ/mol
- Kohn-Sham gap: 8.85 eV
- Structure (SMILES): CC1=C[C@@H]2C[C@H]2C=CO1
- HOMO: -7.76 eV


Entry 9:
The following is a DFT calculation (ωB97M-V with the def2-TZVPD basis set) of a 8-piece molecular cluster, C23H29N2O17 overall at a distorted geometry.

Element x y z (Å)
1 N -1.848 -3.010 -3.319
2 H -1.681 -3.400 -2.349
3 H -2.666 -3.426 -3.748
4 H -0.989 -3.263 -3.810
5 H -1.927 -1.962 -3.237
6 N 0.107 -1.469 -0.608
7 H -0.448 -2.348 -0.604
8 H 0.028 -1.080 -1.564
9 H 1.123 -1.678 -0.406
10 H -0.206 -0.803 0.085
11 C -0.698 0.763 -4.796
12 C -0.552 0.065 -3.453
13 O -1.622 -0.318 -2.855
14 O 0.578 -0.094 -2.970
15 H -0.717 -0.012 -5.570
16 H 0.200 1.325 -5.050
17 H -1.591 1.381 -4.799
18 C 0.464 -5.378 0.149
19 C -0.028 -4.645 -1.085
20 O -1.159 -4.023 -0.950
21 O 0.577 -4.707 -2.157
22 H 1.228 -6.107 -0.126
23 H -0.315 -5.951 0.646
24 H 0.954 -4.623 0.770
25 C 3.191 -2.226 1.137
26 O 2.776 -1.994 -0.141
27 H 2.438 -2.077 1.955
28 H 3.488 -3.287 1.309
29 H 4.065 -1.609 1.441
30 C -4.031 2.996 -0.745
31 C -4.567 2.258 -1.723
32 C -4.413 0.759 -1.835
33 O -4.943 0.157 -2.734
34 C -3.462 0.200 -0.883
35 C -2.843 0.942 0.037
36 C -3.173 2.386 0.259
37 O -2.714 3.002 1.197
38 O -1.914 0.461 0.856
39 O -5.268 2.834 -2.703
40 H -4.214 4.062 -0.743
41 H -3.208 -0.854 -0.855
42 H -1.653 1.215 1.420
43 H -5.710 2.142 -3.221
44 C 1.354 3.421 -0.622
45 C 2.254 4.403 -0.646
46 C 3.731 4.167 -0.535
47 O 4.478 5.134 -0.490
48 C 4.165 2.797 -0.330
49 C 3.237 1.830 -0.321
50 C 1.751 2.021 -0.458
51 O 0.964 1.135 -0.274
52 O 3.656 0.585 -0.071
53 O 1.880 5.674 -0.786
54 H 0.324 3.755 -0.692
55 H 5.199 2.569 -0.131
56 H 2.910 -0.072 -0.149
57 H 2.655 6.257 -0.748
58 C 1.184 0.274 3.306
59 C 0.207 -0.639 3.370
60 C -0.387 -1.045 4.685
61 O -1.207 -1.944 4.726
62 C 0.047 -0.294 5.847
63 C 0.980 0.660 5.774
64 C 1.721 0.947 4.490
65 O 2.746 1.586 4.500
66 O 1.236 1.441 6.829
67 O -0.076 -1.366 2.306
68 H 1.759 0.440 2.402
69 H -0.571 -0.407 6.730
70 H 1.918 2.085 6.579
71 H -0.772 -2.020 2.488

Output
- Net charge: -1
- Kohn-Sham gap: 4.98 eV
- HOMO: -4.39 eV


Entry 10:
The following is a DFT calculation (ωB97M-V with the def2-TZVPD basis set) of C23H45N5O2Si2SnTe as an isolated structure.

Element x y z (Å)
1 Sn 0.556 -0.786 1.380
2 C 3.486 2.468 2.045
3 C 2.208 1.687 2.309
4 N 2.317 0.298 2.010
5 C 2.933 -0.554 3.026
6 C 1.970 -0.975 4.182
7 N 0.553 -0.800 3.780
8 C -0.396 -1.719 4.427
9 C -0.413 -3.056 3.704
10 N -0.657 -2.888 2.263
11 C -2.057 -2.866 1.812
12 C -2.732 -1.506 1.952
13 N -1.843 -0.415 1.557
14 C -2.284 0.737 1.234
15 C -3.724 1.110 1.064
16 C -1.251 1.819 1.128
17 C -1.532 3.152 0.926
18 C -0.498 4.076 1.078
19 C 0.756 3.652 1.476
20 C 0.969 2.288 1.651
21 N -0.009 1.424 1.433
22 H 4.339 1.868 2.354
23 H 3.502 3.407 2.596
24 H 3.570 2.668 0.978
25 H 3.816 -0.084 3.464
26 H 3.274 -1.459 2.518
27 H 2.168 -0.393 5.079
28 H 2.136 -2.026 4.418
29 H 0.293 0.157 4.000
30 H -1.382 -1.254 4.406
31 H -0.143 -1.892 5.475
32 H -1.155 -3.713 4.166
33 H 0.560 -3.534 3.814
34 H -0.197 -3.648 1.776
35 H -2.661 -3.601 2.351
36 H -2.057 -3.151 0.760
37 H -3.030 -1.327 2.987
38 H -3.649 -1.538 1.363
39 H -4.089 1.607 1.967
40 H -4.353 0.246 0.881
41 H -3.846 1.804 0.233
42 H -2.529 3.488 0.682
43 H -0.692 5.130 0.925
44 H 1.549 4.360 1.672
45 O 1.873 1.811 3.788
46 O 1.732 3.040 4.181
47 C 1.137 1.228 -4.858
48 Si 1.811 1.946 -3.285
49 C 0.670 3.259 -2.607
50 C 3.548 2.564 -3.435
51 C 1.839 0.546 -1.987
52 Te -0.105 -0.202 -1.566
53 C 0.010 -2.009 -2.678
54 Si -1.637 -2.496 -3.512
55 C -2.329 -1.040 -4.439
56 C -2.780 -2.947 -2.105
57 C -1.268 -3.919 -4.632
58 H 1.044 2.002 -5.624
59 H 0.140 0.801 -4.702
60 H 1.790 0.447 -5.257
61 H 0.534 4.070 -3.328
62 H 1.081 3.699 -1.692
63 H -0.322 2.856 -2.385
64 H 3.602 3.373 -4.170
65 H 4.226 1.773 -3.765
66 H 3.917 2.954 -2.483
67 H 2.265 0.913 -1.047
68 H 2.424 -0.317 -2.309
69 H 0.339 -2.794 -1.995
70 H 0.802 -1.842 -3.412
71 H -2.349 -0.128 -3.836
72 H -3.356 -1.249 -4.752
73 H -1.750 -0.836 -5.344
74 H -2.910 -2.093 -1.426
75 H -2.396 -3.799 -1.536
76 H -3.772 -3.219 -2.476
77 H -0.576 -3.619 -5.422
78 H -2.185 -4.274 -5.112
79 H -0.827 -4.760 -4.092

Output
- Net charge: +2
- Kohn-Sham gap (spin up / spin down): 6.41 / 6.70 eV
- HOMO (spin up / spin down): -12.80 / -14.02 eV